1.
The following is a DFT calculation (the ωB97M-V functional and the def2-TZVPD basis) of 10 unconnected molecules or ions with the total composition C46H92F3N7O7.

The HOMO-LUMO gap is 9.175 eV. The HOMO energy is -8.7 eV. The largest force on an atom is 4.6 eV/Å. The structure (SMILES) is COC[C@H](C)N.COC[C@H](C)N.COC[C@H](C)N.COC[C@H](C)N.COC[C@H](C)N.COC[C@H](C)N.COC[C@H](C)N.Fc1ccccc1.Fc1ccccc1.Fc1ccccc1.

```
155
Properties=species:S:1:pos:R:3:lowdin_charge:R:1
F 18.4684 14.1891 9.9915 0.027
C 19.4285 14.0357 10.9654 -0.219
C 19.7845 12.7227 11.3220 -0.045
C 20.6356 12.5354 12.3191 -0.132
C 21.3630 13.5848 12.9084 -0.072
C 21.0250 14.8917 12.4723 -0.090
C 20.0700 15.1488 11.5140 -0.016
H 19.3676 11.8976 10.7987 0.113
H 20.7779 11.5161 12.7257 0.120
H 22.0283 13.5012 13.8261 0.118
H 21.5444 15.7338 12.9064 0.089
H 19.7905 16.1930 11.3220 0.115
F 16.5091 17.4175 17.5929 0.033
C 16.6366 18.6945 17.1474 -0.255
C 15.5707 19.6199 17.3303 0.011
C 15.6728 20.9041 16.7840 -0.070
C 16.8805 21.2566 16.1729 -0.107
C 17.9238 20.3367 15.9921 -0.075
C 17.8235 19.0207 16.5270 -0.021
H 14.6907 19.2379 17.7490 0.083
H 14.9147 21.6466 16.8272 0.097
H 16.9405 22.2544 15.7836 0.096
H 18.8742 20.7281 15.6392 0.102
H 18.6774 18.3276 16.4711 0.102
F 14.2753 17.9220 10.0264 0.046
C 14.1842 18.8257 11.0162 -0.267
C 15.1981 18.9194 11.9778 -0.009
C 15.0757 19.8552 12.9771 -0.055
C 14.0274 20.7943 12.8209 -0.113
C 13.0386 20.6852 11.9072 -0.110
C 13.0720 19.6568 10.9733 -0.006
H 15.9823 18.1877 11.9686 0.092
H 15.8537 19.9872 13.7403 0.093
H 13.8814 21.6010 13.5737 0.110
H 12.1630 21.3449 11.9370 0.115
H 12.3132 19.5274 10.2153 0.116
C 12.4398 17.3363 16.4161 -0.065
C 12.5050 15.8301 16.7194 -0.394
C 12.0429 14.8654 15.5940 -0.204
O 10.6577 15.1495 15.4460 -0.185
C 10.2581 14.6234 14.1623 -0.113
N 13.8924 15.4636 17.0898 0.031
H 13.2668 17.5030 15.7188 0.067
H 12.5451 17.8731 17.3562 0.061
H 11.5394 17.7799 15.9228 0.085
H 11.8848 15.6254 17.6435 0.151
H 12.1479 13.8296 15.8768 0.088
H 12.4979 14.9918 14.6273 0.097
H 9.2271 14.9263 14.0093 0.080
H 10.2892 13.5144 14.1500 0.082
H 10.7108 15.0001 13.2617 0.073
H 14.1875 15.7284 18.0375 0.073
H 14.5662 15.6996 16.3530 0.054
C 10.7326 11.0439 19.5103 -0.055
C 12.1506 10.7773 18.9839 -0.415
C 12.4865 11.6081 17.7889 -0.237
O 13.5765 10.9440 17.1795 -0.196
C 14.2676 11.7289 16.2277 -0.118
N 13.2526 11.0067 19.9838 0.075
H 10.0029 10.6550 18.8064 0.080
H 10.6238 12.0835 19.6399 0.060
H 10.5670 10.5675 20.4543 0.065
H 12.0770 9.7382 18.6282 0.136
H 12.8191 12.6225 18.0780 0.125
H 11.6013 11.7351 17.1162 0.137
H 14.6619 12.6987 16.6707 0.077
H 13.6292 12.0462 15.3774 0.069
H 14.9997 10.9927 15.9177 0.091
H 14.0801 10.7882 19.5050 0.041
H 13.1195 10.4060 20.7315 0.035
C 14.0226 12.8951 7.0811 -0.048
C 14.1378 13.9158 8.2683 -0.427
C 14.3634 15.2860 7.8537 -0.271
O 15.5294 15.4730 7.1204 -0.193
C 16.8017 15.6311 7.7887 -0.073
N 12.8753 13.7603 9.0702 0.034
H 13.1231 13.0506 6.4627 0.077
H 14.1358 11.8865 7.5100 0.075
H 14.8050 13.2108 6.3720 0.072
H 14.9477 13.5046 8.9536 0.144
H 14.2462 15.9897 8.6733 0.102
H 13.6396 15.6521 7.1262 0.139
H 17.4620 14.6914 7.9395 0.095
H 16.5030 16.0970 8.7470 0.079
H 17.4542 16.2989 7.2331 0.074
H 12.9433 14.3966 9.8840 0.064
H 12.0152 13.8643 8.5636 0.062
C 11.3288 9.8897 11.7335 -0.067
C 12.3214 10.8557 12.4130 -0.414
C 13.7753 10.5910 11.9481 -0.236
O 14.7154 11.3325 12.6622 -0.237
C 16.0911 10.9632 12.3793 -0.048
N 11.8019 12.2295 12.2385 0.061
H 11.4193 10.0479 10.6086 0.099
H 10.3198 10.1951 12.0031 0.068
H 11.4615 8.8467 12.0042 0.068
H 12.3291 10.7103 13.5053 0.132
H 13.8553 10.7194 10.8414 0.124
H 14.0567 9.4944 11.9687 0.134
H 16.1500 11.2381 11.2756 0.115
H 16.2839 9.9350 12.5872 0.079
H 16.6875 11.6606 12.9164 0.043
H 12.2447 12.9196 12.8526 0.054
H 12.0775 12.4440 11.3091 0.029
C 19.9632 14.1422 16.6668 -0.065
C 18.7421 13.3411 16.3908 -0.428
C 17.5112 13.6831 17.3331 -0.198
O 17.9194 13.6576 18.6713 -0.194
C 16.8276 13.9534 19.5323 -0.081
N 18.3416 13.3533 15.0073 0.067
H 20.0273 14.2192 17.7661 0.089
H 20.0103 15.1837 16.2189 0.089
H 20.8671 13.6595 16.3064 0.070
H 18.9624 12.3177 16.7147 0.138
H 16.7492 12.9261 17.1546 0.098
H 17.1988 14.7185 17.0898 0.121
H 16.6218 15.0189 19.4450 0.077
H 17.1390 13.8994 20.5562 0.081
H 15.9800 13.3375 19.2712 0.082
H 18.8667 13.9214 14.4030 0.034
H 18.3384 12.3398 14.6572 0.119
C 15.1981 14.7334 11.7907 -0.036
C 16.1090 14.4986 12.9683 -0.420
C 16.7713 15.7617 13.4982 -0.290
O 17.5590 16.3747 12.6063 -0.173
C 18.2770 17.3970 13.2739 -0.091
N 15.2020 14.1024 14.0627 0.076
H 14.5796 13.8832 11.5946 0.052
H 15.8522 14.9706 10.9190 0.083
H 14.6569 15.6317 12.0528 0.081
H 16.8891 13.7505 12.7671 0.108
H 17.3648 15.4846 14.3845 0.106
H 15.9407 16.3856 13.8702 0.128
H 18.9751 17.0322 13.9849 0.071
H 17.6275 18.0882 13.8098 0.072
H 18.8401 17.8773 12.4802 0.095
H 15.7444 13.5884 14.7604 0.047
H 14.6738 13.3196 13.6773 0.035
C 21.4611 19.1019 17.1076 -0.060
C 21.2144 17.6924 17.6269 -0.457
C 22.4092 16.8731 17.0971 -0.229
O 22.5665 17.0826 15.7237 -0.198
C 23.6744 16.3936 15.2386 -0.113
N 21.0225 17.5721 19.0497 0.064
H 22.4574 19.4164 17.4882 0.094
H 20.6798 19.8173 17.4469 0.078
H 21.5223 19.0542 16.0035 0.083
H 20.3374 17.2451 17.2439 0.086
H 22.2745 15.8380 17.2855 0.095
H 23.2371 17.1644 17.7441 0.129
H 24.6407 16.8572 15.5023 0.097
H 23.5169 16.3835 14.1346 0.095
H 23.6841 15.4047 15.6573 0.075
H 20.0465 17.4567 19.2432 0.067
H 21.3457 18.3811 19.5480 0.069
```

2.
The following is a DFT calculation (the ωB97M-V functional and the def2-TZVPD basis) of C3H5FN2S in the gas phase.

The HOMO-LUMO gap is 8.492 eV. The HOMO energy is -8.7 eV. The largest force on an atom is 5.1 eV/Å. The energy above the lowest of the compared OMol25 structures with the same formula, charge and spin comes out at 305.9 kJ/mol. The structure (SMILES) is C=C(F)C(=S)NN.

```
12
Properties=species:S:1:pos:R:3:lowdin_charge:R:1
C -0.0310 -0.1502 -0.1082 -0.804
C -1.0845 0.1381 0.8563 -0.380
C -1.5315 1.3418 0.9932 0.115
H 1.6734 1.2866 -1.6204 0.061
H 1.7081 -0.1682 -2.2573 0.117
H -1.2017 0.8002 -1.5666 0.234
H -1.3714 2.0204 0.1183 0.102
H -2.0566 1.4858 1.8611 0.061
N 0.9640 0.7804 -2.1935 -0.061
N -0.0803 0.6180 -1.2198 -0.205
F -1.1726 -0.7746 1.8619 0.041
S 1.3436 -1.0138 0.0096 0.719
```

3.
The following is a DFT calculation (the ωB97M-V functional and the def2-TZVPD basis) of 5 unconnected molecules or ions with the total composition C17H41N5O7S.

The HOMO-LUMO gap is 9.403 eV. The HOMO energy is -8.9 eV. The largest force on an atom is 0.3 eV/Å.

```
71
Properties=species:S:1:pos:R:3:lowdin_charge:R:1
C -4.8016 -2.5292 -1.4545 -0.115
C -3.3151 -2.3435 -1.7457 -0.256
C -2.4597 -2.2443 -0.4702 -0.220
C -1.3153 -1.2422 -0.5982 -0.184
C -1.8153 0.1939 -0.6413 -0.249
O -1.0422 0.9368 -1.6105 -0.350
S -0.9632 2.5243 -1.2927 0.894
O -2.3113 3.0432 -1.3710 -0.397
O -0.2445 2.8116 -2.7192 -0.389
N 0.9299 3.6407 -2.5074 0.018
H -5.4161 -2.3279 -2.3331 0.068
H -5.0025 -3.5495 -1.1246 0.062
H -5.1280 -1.8795 -0.6416 0.065
H -3.1597 -1.4654 -2.3793 0.102
H -2.9537 -3.1981 -2.3244 0.104
H -3.1002 -1.9914 0.3806 0.106
H -2.0278 -3.2248 -0.2526 0.105
H -0.5965 -1.3582 0.2161 0.104
H -0.7687 -1.4297 -1.5268 0.119
H -1.7199 0.6783 0.3364 0.112
H -2.8652 0.2429 -0.9331 0.119
H 1.4818 3.4565 -3.3436 0.050
H 0.5809 4.5919 -2.6120 0.084
C -5.1082 -4.5071 1.9225 -0.349
O -5.5064 -3.4369 1.4939 -0.002
N -5.8951 -5.4085 2.5390 -0.189
C -5.3716 -6.6554 3.0526 -0.064
C -7.3040 -5.1006 2.6961 -0.045
H -4.0586 -4.8245 1.8487 0.117
H -5.8591 -7.5093 2.5760 0.086
H -5.5220 -6.7259 4.1319 0.090
H -4.3016 -6.6962 2.8605 0.071
H -7.7803 -4.9536 1.7261 0.091
H -7.4404 -4.1848 3.2723 0.090
H -7.7867 -5.9270 3.2136 0.083
C 4.3011 2.5243 -3.9447 -0.339
O 3.4459 3.3801 -4.0977 -0.008
N 4.7944 2.1600 -2.7509 -0.187
C 5.8122 1.1425 -2.6196 -0.063
C 4.2821 2.8218 -1.5549 -0.022
H 4.7476 1.9755 -4.7903 0.134
H 5.4560 0.3085 -2.0114 0.090
H 6.7136 1.5472 -2.1541 0.088
H 6.0737 0.7626 -3.6061 0.081
H 3.2096 2.6566 -1.4507 0.079
H 4.4429 3.8974 -1.6098 0.068
H 4.8015 2.4184 -0.6882 0.088
C 5.0931 6.7750 -2.0216 -0.347
O 4.4841 6.2396 -1.1157 0.006
N 6.4257 6.9836 -2.0183 -0.199
C 7.1080 7.6209 -3.1226 -0.062
C 7.1862 6.5491 -0.8604 -0.042
H 4.5985 7.1353 -2.9384 0.136
H 7.8562 6.9563 -3.5598 0.089
H 7.6059 8.5382 -2.8016 0.089
H 6.3818 7.8743 -3.8929 0.083
H 7.0825 5.4739 -0.7098 0.087
H 6.8326 7.0454 0.0436 0.093
H 8.2348 6.7911 -1.0185 0.085
C -1.7361 -4.2231 3.6637 -0.336
O -2.7054 -4.9468 3.8080 -0.001
N -1.4330 -3.1976 4.4784 -0.192
C -0.2768 -2.3557 4.2609 -0.058
C -2.3142 -2.9282 5.6024 -0.036
H -1.0235 -4.3451 2.8313 0.136
H 0.4035 -2.3957 5.1139 0.089
H -0.5736 -1.3172 4.1021 0.090
H 0.2567 -2.7005 3.3767 0.081
H -2.3640 -3.7899 6.2682 0.092
H -3.3249 -2.7139 5.2548 0.094
H -1.9306 -2.0702 6.1493 0.086
```

4.
The following is a DFT calculation (the ωB97M-V functional and the def2-TZVPD basis) of a molecular structure, C19H43N2OP3ScSe.

The HOMO-LUMO gap is 3.709 eV. The net charge is +3. The HOMO energy is -15.3 eV. The largest force on an atom is 5.3 eV/Å. The energy above the lowest of the compared OMol25 structures with the same formula, charge and spin comes out at 0.0 kJ/mol.

```
70
Properties=species:S:1:pos:R:3:lowdin_charge:R:1
Sc -0.1449 -0.7511 0.6064 0.657
P 0.3454 1.6112 2.1229 0.774
P -2.4496 0.3160 0.1861 0.761
P 2.3694 -0.3287 -0.1805 0.786
H -1.1893 -1.9034 -2.1317 0.100
C -0.3143 -2.0103 -1.4603 -0.038
C -0.5036 -2.6831 -0.2474 -0.143
H -1.5393 -2.6663 0.1650 0.066
C 0.4818 3.2705 1.3219 -0.223
C -0.9655 1.9415 3.3648 -0.245
C 1.8459 1.6607 3.1651 -0.244
C -3.3524 -0.4252 -1.2209 -0.229
C -3.5497 -0.1289 1.5813 -0.218
C -2.8612 2.0862 0.0147 -0.223
C 2.9768 -1.2535 -1.6493 -0.236
C 3.5791 -0.8899 1.0829 -0.226
C 3.0804 1.3222 -0.5517 -0.233
H 0.5886 -2.0007 -2.0604 0.057
H 0.1269 -3.4683 0.2142 0.139
H 0.5845 4.0491 2.0946 0.082
H -0.4075 3.4757 0.7104 0.036
H 1.3639 3.2935 0.6676 0.039
H -0.5860 2.6271 4.1370 0.076
H -1.2615 1.0019 3.8483 0.035
H -1.8612 2.3693 2.8970 0.039
H 1.7264 2.3943 3.9721 0.075
H 2.7269 1.9112 2.5628 0.041
H 2.0182 0.6746 3.6090 0.043
H -4.4205 -0.1988 -1.1254 0.080
H -3.2071 -1.5127 -1.2365 0.046
H -2.9639 -0.0226 -2.1643 0.051
H -4.5846 0.0234 1.2631 0.076
H -3.3408 0.4941 2.4579 0.050
H -3.4343 -1.1809 1.8715 0.039
H -3.9492 2.1859 -0.0590 0.084
H -2.4188 2.4895 -0.9050 0.010
H -2.5082 2.6558 0.8824 0.032
H 4.0511 -1.4488 -1.5559 0.073
H 2.7969 -0.6730 -2.5616 0.070
H 2.4617 -2.2143 -1.7401 0.036
H 4.4665 -1.2855 0.5759 0.069
H 3.1308 -1.6750 1.7043 0.048
H 3.8839 -0.0579 1.7249 0.049
H 4.0619 1.1876 -1.0237 0.082
H 3.2232 1.9052 0.3628 0.034
H 2.4240 1.8648 -1.2424 0.048
C 0.2359 1.4845 -4.5532 -0.592
C -0.2142 0.1650 -4.7382 -0.171
C 0.1870 -0.5560 -5.8609 -0.078
C 1.0747 0.0041 -6.7844 -0.055
C 1.6245 1.2602 -6.5228 -0.056
C 1.2430 1.9992 -5.3975 -0.097
Se -0.6420 2.5045 -3.1603 0.872
H -0.6678 1.3454 -2.2528 -0.220
H -0.9039 -0.2900 -4.0219 0.065
H -0.1901 -1.5628 -6.0229 0.111
H 1.3724 -0.5357 -7.6890 0.124
H 2.3674 1.6349 -7.2194 0.120
H 1.6854 2.9644 -5.1495 0.110
C 0.0663 -1.8200 5.0915 -0.011
N -1.0060 -2.6023 4.4692 0.074
C -1.1656 -2.6300 3.1444 -0.494
N -2.0214 -3.5430 2.5934 0.216
O -0.5240 -1.7826 2.4129 -0.155
H 0.0917 -0.7956 4.7131 0.064
H 1.0588 -2.2677 4.9217 0.111
H -0.1694 -1.7873 6.1607 0.115
H -1.5560 -3.2648 5.0103 0.174
H -2.0089 -3.7324 1.5888 0.106
H -2.4388 -4.2242 3.2154 0.142
```

5.
The following is a DFT calculation (the ωB97M-V functional and the def2-TZVPD basis) of a molecular structure, C14H14N3O6RuS.

The HOMO-LUMO gap (alpha / beta) is 8.299 / 8.038 eV. The multiplicity is 2. The HOMO energy (alpha / beta) is -8.6 / -8.9 eV. The largest force on an atom is 0.5 eV/Å. The energy above the lowest of the compared OMol25 structures with the same formula, charge and spin comes out at 18.9 kJ/mol. The expectation value of S² is 0.76.

```
39
Properties=species:S:1:pos:R:3:lowdin_charge:R:1
Ru 1.1791 0.7309 -0.2607 1.270
N 1.2631 1.1429 1.7742 -0.046
N 2.5637 1.6499 2.0385 0.027
C 3.5261 1.5352 1.0326 -0.689
O 4.6906 1.7046 1.2939 0.083
O 3.0428 1.2586 -0.1651 -0.162
H 0.5942 1.8646 2.0287 0.112
H 1.0766 0.2745 2.2885 0.074
H 2.9209 1.4999 2.9694 0.145
O 1.2581 0.5000 -2.4153 -0.101
H 0.5457 0.9705 -2.8674 0.073
H 1.1012 -0.4486 -2.5983 0.031
O 0.4116 -1.4321 2.2420 0.044
C -0.0665 -1.7284 1.1569 -0.479
N -0.1286 -0.9061 0.0580 -0.182
S -0.7578 -1.6984 -1.2566 0.671
O 0.3027 -2.0180 -2.1933 -0.307
O -1.8825 -0.9841 -1.7833 -0.280
C -1.2038 -3.1580 -0.3843 -0.220
C -1.8596 -4.2835 -0.8401 -0.021
C -2.0130 -5.3293 0.0608 -0.054
C -1.5165 -5.2364 1.3597 -0.050
C -0.8604 -4.0927 1.7940 0.011
C -0.7118 -3.0509 0.8966 -0.137
H -2.2379 -4.3474 -1.8511 0.126
H -2.5238 -6.2301 -0.2518 0.111
H -1.6475 -6.0686 2.0382 0.110
H -0.4729 -4.0006 2.7994 0.126
C -1.2054 4.7811 -1.0220 -0.095
C -0.0487 4.8271 -0.2568 -0.087
C 0.6758 3.6689 -0.0034 -0.107
C 0.2538 2.4523 -0.5347 -0.269
C -0.9097 2.4109 -1.3068 -0.121
C -1.6396 3.5697 -1.5408 -0.086
H -1.7677 5.6859 -1.2117 0.101
H 0.2969 5.7706 0.1465 0.104
H 1.5856 3.7270 0.5834 0.094
H -1.2872 1.4658 -1.6892 0.075
H -2.5475 3.5226 -2.1287 0.105
```

6.
The following is a DFT calculation (the ωB97M-V functional and the def2-TZVPD basis) of C5H9NO in the gas phase.

The HOMO-LUMO gap is 7.367 eV. The HOMO energy is -6.4 eV. The largest force on an atom is 0.3 eV/Å. The energy above the lowest of the compared OMol25 structures with the same formula, charge and spin comes out at 406.7 kJ/mol.

```
16
Properties=species:S:1:pos:R:3:lowdin_charge:R:1
C 1.3042 -1.8917 0.9441 -0.088
C 0.6091 -0.9765 -0.0069 -0.161
N -0.7045 -0.8864 -0.1051 -0.019
C -1.4332 0.0844 -0.6980 -0.121
C -0.9165 1.4407 -0.8902 -0.298
C -0.0263 2.1421 0.0479 -0.141
O 0.4694 1.7173 -1.2167 -0.084
H 1.7569 -1.3548 1.7904 0.072
H 2.1158 -2.4347 0.4486 0.070
H 0.6489 -2.6493 1.3911 0.071
H 1.1469 -0.2805 -0.6366 0.114
H -1.2200 -1.6360 0.3522 0.158
H -2.4170 -0.1845 -1.0567 0.086
H -1.5945 2.0727 -1.4639 0.132
H -0.1191 3.2196 0.1847 0.106
H 0.3798 1.6175 0.9149 0.104
```